# C5H8O

C5H8O in the gas phase (the ωB97M-V functional and the def2-TZVPD basis, the OMol25 dataset).

XYZ file:
```
14
Properties=species:S:1:pos:R:3:forces:R:3
C -2.3778 0.0497 -0.0367 3.0 -0.1 -2.0
C -1.0894 -0.2318 -0.4612 -2.4 -0.5 -0.8
C 0.1473 -0.1831 0.3556 2.3 1.4 2.5
C 1.4763 -0.9856 0.0874 -1.3 -1.1 -2.2
C 1.0539 1.0415 0.0554 1.5 1.7 -1.4
H -3.2041 0.2221 -0.7324 0.4 -0.5 0.1
H -2.5460 0.3406 0.9603 -0.2 0.2 1.2
H -0.9167 -0.5179 -1.5502 -0.3 0.5 1.4
H 0.0475 -0.1297 1.4683 -0.9 -0.4 -0.9
H 1.8793 -1.4840 1.0066 0.1 0.9 -0.8
H 1.2263 -1.8334 -0.6813 1.1 1.6 1.0
H 0.7844 1.6054 -0.8384 -0.6 0.2 0.2
H 1.3016 1.8843 0.8601 -0.3 -2.3 -1.2
O 2.2174 0.2220 -0.4936 -2.4 -1.6 2.9
```
Forces are in eV/Å.

Calculated values
SMILES string: C=CC1COC1
Relative energy (zero: lowest compared OMol25 entry of this formula, charge and spin) in eV: 3.2982
Electronic energy in a.u.: -270.43669
Highest occupied orbital energy in Eh: -0.3548
Frontier orbital gap in eV: 10.8
E_LUMO in eV: 1.105


# C5H8O

A molecular structure, C5H8O (the ωB97M-V functional and the def2-TZVPD basis, the OMol25 dataset).

XYZ file:
```
14
Properties=species:S:1:pos:R:3:forces:R:3
C 1.9439 0.4898 -0.4564 0.1 0.1 0.0
C 0.9143 -0.5851 -0.2878 0.2 -0.1 0.4
C 0.3652 -1.2622 0.7164 0.2 0.2 -0.5
C -0.7267 -0.8439 -0.2240 -0.3 0.1 -0.1
C -1.7086 0.1710 0.3366 -0.2 -0.1 -0.3
O -1.1393 0.9195 1.3717 0.0 -0.1 0.2
H 1.4964 1.4723 -0.2770 0.0 -0.1 0.0
H 2.6988 0.3227 0.3132 0.0 0.0 -0.1
H 2.4187 0.4888 -1.4423 -0.1 0.0 0.2
H 0.1113 -0.3721 -1.2290 -0.2 -0.1 0.1
H -1.1187 -1.5434 -0.9637 0.0 0.0 0.1
H -2.0595 0.8708 -0.4279 0.0 -0.1 0.1
H -2.5780 -0.4160 0.6743 0.1 0.1 0.0
H -0.6178 0.2877 1.8959 0.0 0.2 0.0
```
Forces are in eV/Å.

Calculated values
Relative energy (zero: lowest compared OMol25 entry of this formula, charge and spin) in eV: 5.5504
Electronic energy in a.u.: -270.35392
Highest occupied orbital energy in Eh: -0.3379
Frontier orbital gap in eV: 9.9
E_LUMO in eV: 0.716


# C5H8O

A molecular structure, C5H8O (the ωB97M-V functional and the def2-TZVPD basis, the OMol25 dataset).

XYZ file:
```
14
Properties=species:S:1:pos:R:3:forces:R:3
C -1.7038 0.6138 0.3820 0.0 0.0 0.0
C -0.5846 -0.1581 -0.2535 0.1 0.5 0.5
C 0.5348 -0.8003 0.6362 0.0 -0.2 0.6
C 1.6400 0.0259 -0.0728 -0.1 -0.3 -0.3
C 0.5602 0.3495 -1.0692 -0.1 -0.5 -0.5
O -0.7416 -0.9271 -1.3438 1.3 0.1 -0.2
H -1.2691 1.3729 1.0425 -0.2 -0.1 0.0
H -2.3302 -0.0588 0.9767 0.0 0.1 0.0
H -2.3283 1.1039 -0.3691 0.1 -0.1 0.0
H 0.4111 -0.6096 1.6953 0.2 -0.1 0.2
H 0.6520 -1.8594 0.3924 -0.3 0.2 0.3
H 1.9435 0.8921 0.5558 -0.5 -0.2 -0.7
H 2.5570 -0.4437 -0.4410 -0.2 -0.2 0.2
H 0.6590 0.4989 -2.1316 -0.4 0.9 -0.1
```
Forces are in eV/Å.

Calculated values
Relative energy (zero: lowest compared OMol25 entry of this formula, charge and spin) in eV: 3.6789
Electronic energy in a.u.: -270.42270
Highest occupied orbital energy in Eh: -0.3378
Frontier orbital gap in eV: 9.8
E_LUMO in eV: 0.620


# C5H8O

C5H8O in the gas phase (the ωB97M-V functional and the def2-TZVPD basis, the OMol25 dataset).

XYZ file:
```
14
Properties=species:S:1:pos:R:3:forces:R:3
C -0.4477 0.2396 -1.3780 0.0 0.0 -0.1
C 0.2239 -0.1838 -0.0671 -0.1 0.3 0.1
C 1.2165 0.8721 0.4144 0.0 0.0 0.0
O 0.9923 -1.3662 -0.2644 -0.1 -0.2 0.0
C -0.8154 -0.4160 0.9633 -0.4 -0.1 0.4
C -1.6748 -0.6292 1.7801 0.3 0.1 -0.3
H -1.1499 -0.5325 -1.7123 0.1 0.1 0.1
H -1.0018 1.1756 -1.2510 0.1 -0.2 0.0
H 0.3208 0.3731 -2.1454 -0.1 0.0 0.1
H 1.6625 0.5579 1.3618 -0.1 0.0 -0.1
H 0.7163 1.8349 0.5562 0.1 -0.2 0.0
H 2.0102 0.9806 -0.3318 -0.1 0.0 0.1
H 0.3801 -2.0946 -0.4350 0.1 0.1 0.0
H -2.4331 -0.8115 2.5092 0.1 0.0 -0.1
```
Forces are in eV/Å.

Calculated values
SMILES string: C#CC(C)(C)O
Relative energy (zero: lowest compared OMol25 entry of this formula, charge and spin) in eV: 1.9495
Electronic energy in a.u.: -270.48625
Highest occupied orbital energy in Eh: -0.3736
Frontier orbital gap in eV: 11.1
E_LUMO in eV: 0.946


# C5H8O

C5H8O in the gas phase (the ωB97M-V functional and the def2-TZVPD basis, the OMol25 dataset).

XYZ file:
```
14
Properties=species:S:1:pos:R:3:forces:R:3
C -1.7877 0.5270 0.3515 0.0 0.0 0.0
C -0.4914 -0.0773 -0.0924 -0.2 0.0 0.2
C 0.6119 -0.7923 0.7221 0.0 -0.1 0.2
C 1.6506 -0.1170 -0.2006 0.2 0.0 0.0
C 0.4949 0.3527 -1.0930 0.2 0.3 0.0
O -0.4117 -0.7115 -1.3698 0.0 -0.1 -0.1
H -1.6184 1.2707 1.1380 0.0 -0.1 -0.1
H -2.4688 -0.2333 0.7482 0.1 0.0 -0.1
H -2.2841 1.0219 -0.4894 0.1 -0.1 0.1
H 0.7588 -0.5897 1.7840 -0.3 0.1 -0.1
H 0.5381 -1.8697 0.5554 0.0 0.1 0.2
H 2.0675 0.7764 0.2771 0.0 -0.2 0.0
H 2.4731 -0.7481 -0.5460 -0.2 0.1 -0.4
H 0.4673 1.1900 -1.7852 0.1 -0.1 0.1
```
Forces are in eV/Å.

Calculated values
SMILES string: C[C@]12CC[C@H]1O2
Relative energy (zero: lowest compared OMol25 entry of this formula, charge and spin) in eV: 2.0847
Electronic energy in a.u.: -270.48128
Highest occupied orbital energy in Eh: -0.3536
Frontier orbital gap in eV: 10.7
E_LUMO in eV: 1.084


# C5H8O

2 unconnected molecules or ions with the total composition C5H8O (the ωB97M-V functional and the def2-TZVPD basis, the OMol25 dataset).

XYZ file:
```
14
Properties=species:S:1:pos:R:3:forces:R:3
C 0.5623 1.6477 0.2196 0.0 0.1 0.0
C -0.0437 0.3686 -0.2251 0.1 0.0 0.0
C 0.4830 -0.9059 -0.1919 -0.4 -0.2 0.0
C -0.5032 -1.7771 -0.6328 1.2 -0.9 0.2
O -1.6306 -1.1586 -0.9778 -0.8 0.5 -0.2
C -1.4261 0.2502 -0.7818 -0.1 0.2 -0.1
H 0.7583 2.3268 -0.6223 0.0 -0.1 0.1
H 1.5051 1.4680 0.7414 -0.1 0.1 -0.1
H -0.1130 2.1793 0.9034 0.1 0.0 -0.1
H 1.4698 -1.1939 0.1467 -0.1 0.0 0.0
H 3.2121 -1.7166 4.0304 0.0 0.0 0.0
H -0.5069 -2.8542 -0.7357 0.1 0.2 0.0
H -2.2152 0.6248 -0.1148 0.1 0.0 0.0
H -1.5519 0.7410 -1.7592 0.0 0.0 0.1
```
Forces are in eV/Å.

Calculated values
Relative energy (zero: lowest compared OMol25 entry of this formula, charge and spin) in eV: 4.7337
Electronic energy in a.u.: -270.38393
Highest occupied orbital energy (spin up / spin down) in Eh: -0.3550 / -0.2260
Frontier orbital gap (spin up / spin down) in eV: 10.5 / 7.2
E_LUMO (spin up / spin down) in eV: 0.847 / 1.016


# C5H8O

C5H8O in the gas phase (the ωB97M-V functional and the def2-TZVPD basis, the OMol25 dataset).

XYZ file:
```
14
Properties=species:S:1:pos:R:3:forces:R:3
C 1.6431 0.5010 0.3700 0.0 0.0 0.0
C 0.4274 0.4610 -0.5381 0.0 0.1 0.0
C -0.8509 -1.5928 -0.7854 -0.3 0.0 0.3
C -1.6484 -0.6729 0.0485 -0.2 -0.2 -0.3
O -1.1011 -0.2381 1.3076 0.1 -0.1 0.1
C -0.9177 0.5906 0.1742 0.1 0.1 -0.2
H 1.5089 -0.1892 1.2092 0.0 0.1 -0.2
H 1.7905 1.5060 0.7796 0.0 -0.1 0.0
H 2.5473 0.2196 -0.1780 -0.1 0.1 0.1
H 0.4817 1.1855 -1.3569 0.0 0.0 0.1
H -0.1405 -2.1185 -0.1170 -0.1 0.1 -0.1
H 0.3895 -0.4956 -1.1339 0.2 0.1 0.0
H -2.7324 -0.7260 -0.0198 0.1 0.1 0.1
H -1.3973 1.5694 0.2400 0.1 -0.3 -0.1
```
Forces are in eV/Å.

Calculated values
Relative energy (zero: lowest compared OMol25 entry of this formula, charge and spin) in eV: 5.4662
Electronic energy in a.u.: -270.35701
Highest occupied orbital energy in Eh: -0.3322
Frontier orbital gap in eV: 8.7
E_LUMO in eV: -0.333


# C5H8O

C5H8O in the gas phase (the ωB97M-V functional and the def2-TZVPD basis, the OMol25 dataset).

XYZ file:
```
14
Properties=species:S:1:pos:R:3:forces:R:3
C 0.4704 0.6666 1.3212 0.0 0.1 0.0
C -0.0585 -0.0726 0.1144 0.0 -0.1 0.2
C -0.6402 0.5693 -1.1316 -0.2 0.1 0.0
C 0.7322 -0.0039 -1.1779 0.2 -0.1 -0.1
C -0.7021 -1.3691 0.4618 0.0 -0.1 0.2
O -0.7123 -1.8383 1.5756 -0.1 0.1 -0.4
H 1.1223 1.4970 1.0361 -0.2 -0.1 0.0
H -0.3294 1.0414 1.9669 0.1 0.0 -0.1
H 1.0557 -0.0450 1.9128 0.0 0.2 0.0
H -1.4217 -0.0028 -1.6304 0.1 0.2 0.1
H -0.7829 1.6446 -1.1750 0.1 -0.1 0.1
H 1.5591 0.7014 -1.1476 -0.1 -0.2 0.0
H 0.9326 -0.9047 -1.7509 -0.1 0.1 0.1
H -1.2251 -1.8838 -0.3757 0.1 0.0 0.0
```
Forces are in eV/Å.

Calculated values
SMILES string: CC1(C=O)CC1
Relative energy (zero: lowest compared OMol25 entry of this formula, charge and spin) in eV: 1.0860
Electronic energy in a.u.: -270.51798
Highest occupied orbital energy in Eh: -0.3607
Frontier orbital gap in eV: 10.8
E_LUMO in eV: 0.978


# C5H8O

2 unconnected molecules or ions with the total composition C5H8O (the ωB97M-V functional and the def2-TZVPD basis, the OMol25 dataset).

XYZ file:
```
14
Properties=species:S:1:pos:R:3:forces:R:3
O -0.6287 2.4273 -0.4111 0.1 -0.4 0.1
C -0.3568 1.3109 -0.0448 -0.1 0.2 -0.1
C -1.3665 0.2054 0.2756 0.0 0.0 0.0
C -0.4961 -0.9332 0.7322 0.2 0.0 0.1
C 0.8022 -0.6380 0.6725 -0.2 0.0 0.1
C 1.0542 0.7598 0.1791 0.0 0.1 0.0
H -2.0813 0.5553 1.0300 0.1 0.0 -0.1
H -1.9525 -0.0274 -0.6246 0.1 0.0 0.1
H -0.8986 -1.8924 1.0428 0.1 0.1 0.0
H 0.1949 -1.2944 -1.9993 0.1 0.0 -0.1
H 0.9313 -1.3836 -2.0124 -0.1 0.0 -0.1
H 1.6060 -1.3286 0.9096 -0.1 0.1 0.0
H 1.5943 1.3884 0.8972 -0.1 -0.1 -0.1
H 1.6180 0.8036 -0.7630 -0.1 0.0 0.1
```
Forces are in eV/Å.

Calculated values
SMILES string: O=C1CC=CC1.[H][H]
Relative energy (zero: lowest compared OMol25 entry of this formula, charge and spin) in eV: 1.5971
Electronic energy in a.u.: -270.49920
Highest occupied orbital energy in Eh: -0.3517
Frontier orbital gap in eV: 10.7
E_LUMO in eV: 1.147